Entry 1:
# C44H41Cl48F6IN2O4PS

A cluster of 13 separate species, C44H41Cl48F6IN2O4PS in total (the ωB97M-V functional and the def2-TZVPD basis, OMol25).

Last column: Löwdin charge in e.
Geometry (Å):
C (-0.7626, 4.6230, -0.0453)  -0.1134
C (-1.1789, 3.1932, 0.3214)  -0.3529
C (-0.2704, 2.1333, -0.3625)  -0.6244
I (-1.0688, 2.0957, -2.3855)  0.9926
C (-0.1614, 0.8128, 0.4326)  -0.3921
C (-1.5787, 0.1568, 0.7323)  -0.0771
C (-2.2919, -0.6336, -0.3402)  -0.2354
C (-1.9401, -1.8874, -0.8075)  -0.0713
C (-2.6603, -2.5648, -1.7691)  -0.0307
C (-3.8158, -2.0166, -2.2933)  -0.2977
C (-4.5983, -2.7972, -3.3131)  -0.0523
C (-4.2030, -0.7754, -1.8146)  -0.1778
C (-3.4645, -0.1119, -0.8631)  -0.0981
C (0.7641, -0.3231, -0.0814)  -0.4866
S (0.9879, -0.5674, -1.8749)  0.8462
C (2.2132, -0.3670, 0.4748)  -0.1878
C (3.1894, 0.6020, -0.2140)  -0.2122
O (3.0296, 1.8083, -0.2212)  0.1452
C (4.4226, 0.0420, -1.0171)  -0.3691
F (4.8104, 0.9996, -1.8794)  0.0086
F (4.1250, -1.0318, -1.7741)  0.1290
C (5.6813, -0.3591, -0.1736)  -0.3361
F (5.5982, -1.6380, 0.2462)  0.1507
F (6.7063, -0.3477, -1.0402)  0.1723
C (6.0696, 0.6093, 0.9870)  -0.3613
F (5.6838, 1.8609, 0.7544)  0.1668
F (7.4217, 0.6330, 1.0337)  0.1601
C (5.6452, 0.1513, 2.3960)  -0.3882
O (4.9568, 0.8651, 3.1202)  0.1223
O (6.0982, -1.0292, 2.8088)  0.1647
N (2.2942, -0.3823, 1.9767)  0.0143
C (2.9506, -1.6405, 2.4908)  -0.0848
C (2.1038, -2.9001, 2.3272)  -0.3619
C (1.2484, -3.2436, 3.5844)  -0.0365
C (3.0015, -4.1303, 2.0561)  -0.0507
C (0.9930, -0.0686, 2.6131)  -0.2211
C (1.2430, 0.2410, 4.0990)  -0.1757
O (0.0435, 0.6633, 4.6966)  -0.0490
C (-0.2375, 0.0513, 5.9003)  -0.2792
C (0.6314, 0.0281, 6.9719)  -0.0168
C (0.2597, -0.5714, 8.1592)  -0.0757
C (-0.9849, -1.1420, 8.3094)  -0.0815
C (-1.8602, -1.1328, 7.2322)  -0.0692
C (-1.4767, -0.5373, 6.0518)  -0.0191
C (0.2895, 1.1361, 1.9372)  -0.2530
P (1.3455, 2.6541, 2.2365)  0.8250
N (0.8795, 3.3144, 3.5900)  -0.2601
H (0.0402, 5.0123, 0.5829)  0.0565
H (-1.6153, 5.2849, 0.1123)  0.0838
H (-0.4963, 4.7133, -1.0972)  0.0498
H (-2.1848, 3.0805, -0.0805)  0.0670
H (-1.2645, 3.0486, 1.4001)  0.0967
H (0.7308, 2.5389, -0.4937)  0.0451
H (-1.4136, -0.5235, 1.5779)  0.1237
H (-2.2694, 0.9062, 1.1173)  0.1217
H (-1.0590, -2.3867, -0.4113)  0.0950
H (-2.3179, -3.5462, -2.0750)  0.1222
H (-4.0726, -2.8591, -4.2654)  0.0885
H (-5.6242, -2.4523, -3.4226)  0.0729
H (-4.6556, -3.8253, -2.9479)  0.0602
H (-5.1249, -0.3722, -2.2112)  0.0613
H (-3.8508, 0.8476, -0.5361)  0.1064
H (0.3399, -1.2534, 0.2881)  0.0768
H (0.7128, -1.8783, -2.0151)  -0.0859
H (2.5543, -1.3554, 0.1583)  0.1340
H (5.7442, -1.1798, 3.6990)  0.1521
H (2.9498, 0.3627, 2.2567)  0.1145
H (3.2657, -1.5304, 3.5269)  0.1371
H (3.8516, -1.7613, 1.8885)  0.1037
H (1.3989, -2.8102, 1.4931)  0.1303
H (0.2541, -2.7986, 3.5487)  0.0779
H (1.1075, -4.3203, 3.6427)  0.0841
H (1.7960, -2.9020, 4.4635)  0.0850
H (3.7770, -3.8246, 1.3500)  0.0813
H (2.4224, -4.9535, 1.6496)  0.0222
H (3.4352, -4.4311, 3.0109)  0.0964
H (0.2914, -0.9012, 2.6204)  0.1406
H (1.5726, -0.6627, 4.6185)  0.1124
H (2.0490, 0.9767, 4.2466)  0.1253
H (1.6101, 0.4889, 6.8904)  0.1247
H (0.9451, -0.6072, 8.9956)  0.1108
H (-1.3078, -1.5991, 9.2338)  0.1080
H (-2.8318, -1.5954, 7.3310)  0.1106
H (-2.1683, -0.5150, 5.2158)  0.1150
H (-0.6034, 1.2923, 2.5360)  0.1153
H (1.2411, 3.6299, 1.2354)  0.0183
H (2.7181, 2.3275, 2.3797)  0.0199
H (0.5687, 4.2679, 3.4434)  -0.0264
C (-5.1587, 3.8211, -3.8169)  -2.0458
Cl (-3.7657, 4.8639, -3.5037)  0.5044
Cl (-6.5749, 4.4617, -2.9788)  0.5347
Cl (-5.4724, 3.7591, -5.5513)  0.5421
Cl (-4.8142, 2.1885, -3.2216)  0.5180
C (-7.6297, -3.2568, -0.3311)  -1.9540
Cl (-7.9626, -3.5954, 1.3860)  0.4675
Cl (-6.4924, -1.9073, -0.5253)  0.6440
Cl (-6.9239, -4.6892, -1.0918)  0.5291
Cl (-9.1575, -2.8485, -1.1203)  0.4852
C (3.1021, 2.3440, -5.4254)  -2.0028
Cl (4.1501, 2.0018, -4.0471)  0.5709
Cl (3.7276, 3.7424, -6.3103)  0.4860
Cl (3.0616, 0.9397, -6.4988)  0.5413
Cl (1.4702, 2.6898, -4.8437)  0.4765
C (-13.3946, -1.7884, -2.0136)  -2.0395
Cl (-14.3320, -2.6375, -3.2441)  0.5352
Cl (-13.4425, -0.0508, -2.3256)  0.5299
Cl (-14.0716, -2.1218, -0.4171)  0.5285
Cl (-11.7131, -2.3482, -2.0630)  0.4626
C (10.3738, 4.8984, 2.0089)  -2.0580
Cl (10.7066, 6.5141, 2.6342)  0.5322
Cl (10.0467, 4.9949, 0.2748)  0.4990
Cl (11.7711, 3.8570, 2.2909)  0.5275
Cl (8.9625, 4.2339, 2.8528)  0.5010
C (6.1688, 4.6883, -9.4655)  -2.0295
Cl (6.3266, 3.0570, -8.8057)  0.5210
Cl (7.7794, 5.3889, -9.6880)  0.5129
Cl (5.3264, 4.6191, -11.0142)  0.5135
Cl (5.2455, 5.6967, -8.3403)  0.5036
C (-5.4348, 3.2762, 3.9645)  -2.0573
Cl (-6.8340, 2.3730, 4.5279)  0.5011
Cl (-5.3920, 3.2649, 2.1940)  0.5076
Cl (-5.5198, 4.9409, 4.5403)  0.5429
Cl (-3.9752, 2.5027, 4.6057)  0.5055
C (-9.1635, -8.1107, -0.1304)  -2.0471
Cl (-10.4988, -8.9831, 0.6266)  0.5347
Cl (-9.3180, -8.2039, -1.8888)  0.5257
Cl (-9.1988, -6.4175, 0.3716)  0.4841
Cl (-7.6281, -8.8356, 0.3655)  0.5202
C (-10.3648, -0.8426, 4.1747)  -2.0334
Cl (-9.3550, 0.5268, 4.6388)  0.4942
Cl (-9.4136, -1.9984, 3.2247)  0.4716
Cl (-10.9688, -1.6263, 5.6407)  0.5313
Cl (-11.7255, -0.2847, 3.1978)  0.5345
C (8.4065, 3.7088, -14.1984)  -2.0434
Cl (7.2504, 2.4774, -14.7227)  0.5221
Cl (10.0317, 3.0144, -14.1669)  0.5249
Cl (8.3686, 5.0693, -15.3246)  0.5282
Cl (7.9705, 4.2720, -12.5800)  0.4666
C (7.8119, 3.8978, -3.2984)  -2.0341
Cl (8.7234, 5.4136, -3.3284)  0.5297
Cl (8.7698, 2.6186, -4.0493)  0.5420
Cl (7.4649, 3.4913, -1.6156)  0.5173
Cl (6.2953, 4.1066, -4.1776)  0.4912
C (2.3111, -8.2310, 0.3243)  -2.0513
Cl (1.0505, -9.3224, -0.2451)  0.5435
Cl (3.8696, -9.0531, 0.2914)  0.5424
Cl (2.3745, -6.8030, -0.7247)  0.5123
Cl (1.9473, -7.7236, 1.9827)  0.5226

Atoms 1-3, force components in eV/Å:
C -0.4 0.1 0.4
C 0.1 0.1 -0.6
C -0.2 0.1 0.2

Values from the calculation:
2S+1	1
DFT total energy	-25836.82251	Eh
frontier orbital gap	6.9575	eV
lowest unoccupied orbital energy	-3.9	eV
net charge	+1
highest occupied orbital energy	-0.398	hartree


Entry 2:
# C44H41F18O25Zr

A structure of composition C44H41F18O25Zr (the ωB97M-V functional and the def2-TZVPD basis, OMol25).

Last column: Löwdin charge in e.
Geometry (Å):
Zr (0.8018, 0.1419, 0.0140)  2.1032
C (2.6181, -2.7114, 2.8629)  -0.0012
C (2.1669, -3.2330, 4.1635)  -0.3035
C (0.7088, -2.8764, 4.6893)  -0.3233
O (0.4015, -3.3791, 5.7611)  0.0261
C (-0.0016, -1.8137, 3.9318)  0.0066
C (0.4907, -1.3366, 2.7836)  -0.3355
C (1.8073, -1.8359, 2.2039)  -0.3839
O (2.1886, -1.4773, 1.0367)  -0.1644
O (-0.2254, -0.4184, 2.1172)  -0.1903
O (2.7373, -4.1509, 4.8226)  -0.0258
H (3.5665, -3.0901, 2.5114)  0.1085
H (-0.9751, -1.5384, 4.3100)  0.1066
C (1.2252, -2.6910, -4.4422)  -0.0222
C (-0.0960, -2.7639, -4.9076)  -0.4088
C (-0.9032, -1.4001, -4.9037)  -0.2819
O (-2.0565, -1.5119, -5.4329)  0.0011
C (-0.4476, -0.3333, -4.0353)  0.0028
C (0.6974, -0.4454, -3.3222)  -0.2863
C (1.6088, -1.6559, -3.5927)  -0.3832
O (2.7757, -1.6396, -3.0777)  -0.0821
O (0.8340, 0.3969, -2.2702)  -0.2697
O (-0.7464, -3.6967, -5.3919)  -0.0043
H (1.8256, -3.5597, -4.6686)  0.0980
H (-1.2120, 0.4012, -3.8287)  0.1008
C (-1.7978, -2.8437, -1.9362)  0.0064
C (-2.9892, -2.7194, -2.7637)  -0.2998
C (-3.9295, -1.4637, -2.4200)  -0.3269
O (-5.0815, -1.5428, -2.8056)  0.0186
C (-3.3530, -0.3684, -1.5999)  -0.0007
C (-2.1583, -0.5395, -0.9336)  -0.3354
C (-1.4097, -1.8539, -1.1395)  -0.3620
O (-0.1838, -1.9571, -0.6764)  -0.1676
O (-1.5193, 0.4887, -0.4134)  -0.1924
O (-3.2293, -3.4517, -3.7482)  0.0294
H (-1.1653, -3.6939, -2.1449)  0.1267
H (-3.9009, 0.5621, -1.6199)  0.0772
C (2.0984, 4.3916, 0.8706)  -0.0756
C (0.8991, 3.6029, 0.2995)  -0.3739
O (0.9311, 2.2404, 0.6223)  -0.4159
H (2.2668, 5.4446, 0.6450)  0.0582
H (3.0090, 3.8331, 0.6537)  0.0613
H (2.0337, 4.4447, 1.9574)  0.0418
H (0.9768, 3.7465, -0.7782)  0.0763
H (-0.0791, 3.9537, 0.6285)  0.0986
C (-3.0487, 3.1956, -4.1953)  -0.0444
C (-2.3851, 3.7888, -2.9215)  -0.1589
O (-1.2781, 4.5680, -3.4367)  0.0135
C (-0.8022, 5.6412, -2.7746)  -0.2942
O (-1.4135, 6.1113, -1.7639)  0.0729
C (0.2970, 6.3786, -3.5591)  -0.6183
F (1.2947, 6.8466, -2.7753)  0.1468
F (0.8373, 5.6497, -4.4983)  0.1946
F (-0.2548, 7.3926, -4.1337)  0.2048
H (-3.5640, 3.9375, -4.8053)  0.0643
H (-3.7743, 2.4642, -3.8392)  0.0772
H (-2.3777, 2.7040, -4.8997)  0.0801
H (-2.0047, 2.9522, -2.3353)  0.1240
H (-3.0589, 4.3365, -2.2626)  0.1020
C (-0.3310, 2.4976, 5.1092)  -0.0662
C (0.9011, 2.5723, 4.2377)  -0.2100
O (2.0793, 1.9703, 4.8092)  0.0261
C (2.8527, 1.1812, 3.9857)  -0.2913
O (2.4797, 0.8506, 2.8857)  0.1521
C (4.0344, 0.5387, 4.6962)  -0.6235
F (4.1430, 1.0248, 5.9379)  0.1526
F (3.9647, -0.7560, 4.6925)  0.2287
F (5.1625, 0.8338, 4.1336)  0.1928
H (-1.1315, 3.0790, 4.6517)  0.0738
H (-0.1229, 2.8897, 6.1048)  0.0698
H (-0.8026, 1.5164, 5.1616)  0.0715
H (1.0703, 3.6032, 3.9266)  0.1111
H (0.5640, 2.1011, 3.3145)  0.1052
C (-7.1178, -2.4068, 0.8343)  -0.0441
C (-5.7126, -1.9705, 1.2617)  -0.1920
O (-4.9708, -3.0895, 1.7486)  0.0342
C (-3.6612, -3.0745, 1.8754)  -0.3313
O (-2.9419, -2.1213, 1.5306)  0.1457
C (-2.9902, -4.3069, 2.4616)  -0.6612
F (-2.3339, -3.9857, 3.5724)  0.1826
F (-3.9162, -5.1559, 2.7327)  0.1999
F (-2.1668, -4.8329, 1.6220)  0.2330
H (-6.9514, -2.9017, -0.1225)  0.0771
H (-7.6648, -1.5146, 0.5296)  0.0747
H (-7.6611, -3.0440, 1.5321)  0.0722
H (-5.7504, -1.2666, 2.0931)  0.0927
H (-5.0974, -1.4221, 0.5484)  0.1205
C (-4.5951, 4.3434, 0.5589)  -0.0640
C (-3.8753, 3.0083, 0.5516)  -0.2191
O (-3.7254, 2.3953, 1.8354)  0.0410
C (-4.8098, 1.7500, 2.3997)  -0.2860
O (-5.9433, 1.5811, 1.9235)  0.1170
C (-4.4983, 1.0602, 3.7401)  -0.5195
F (-5.3094, 1.5412, 4.7143)  0.1363
F (-4.6521, -0.2646, 3.6189)  0.1699
F (-3.2641, 1.3544, 4.1658)  0.1590
H (-4.7231, 4.7796, -0.4318)  0.0731
H (-4.1467, 5.0492, 1.2581)  0.0787
H (-5.5863, 4.1453, 0.9668)  0.0650
H (-2.8843, 3.2357, 0.1588)  0.1114
H (-4.2465, 2.3395, -0.2249)  0.1152
C (2.6242, -4.5942, -0.6709)  -0.0221
C (4.0634, -4.0079, -0.8336)  -0.1909
O (5.0485, -4.9565, -0.6004)  0.0404
C (5.4373, -5.8055, -1.5336)  -0.3356
O (4.8410, -6.1150, -2.6079)  0.1032
C (6.7399, -6.5105, -1.1767)  -0.6521
F (6.3508, -7.8016, -1.0896)  0.1480
F (7.6384, -6.2856, -2.0978)  0.1892
F (7.3010, -6.1534, -0.0997)  0.2308
H (2.3577, -4.7379, 0.3762)  0.0673
H (2.5147, -5.5304, -1.2185)  0.0694
H (1.8154, -3.9552, -1.0254)  0.0713
H (4.1529, -3.1158, -0.2137)  0.1117
H (4.1936, -3.6530, -1.8560)  0.1146
C (3.5003, 2.9966, -2.7983)  -0.0408
C (4.1822, 1.6178, -3.0930)  -0.1643
O (4.9847, 1.1118, -2.0195)  0.0049
C (4.4338, 0.8134, -0.7970)  -0.2092
O (3.1856, 0.6801, -0.6289)  0.0147
C (5.5343, 0.6941, 0.3319)  -0.5429
F (5.4688, -0.4607, 0.8784)  0.2289
F (6.7905, 0.8180, -0.0492)  0.1681
F (5.3612, 1.7132, 1.2737)  0.1036
H (4.1597, 3.6433, -2.2195)  0.0732
H (2.5538, 2.9287, -2.2619)  0.0531
H (3.1968, 3.4020, -3.7636)  0.0710
H (4.8848, 1.5799, -3.9255)  0.1241
H (3.3421, 0.9339, -3.2142)  0.0996

Atoms 1-3, force components in eV/Å:
Zr -2.5 -0.8 -0.5
C -1.0 -0.7 3.0
C 0.3 -2.7 0.0

Values from the calculation:
2S+1	1
DFT total energy	-5427.02959	Eh
frontier orbital gap	5.0542	eV
lowest unoccupied orbital energy	4.9	eV
net charge	-3
highest occupied orbital energy	-0.004	hartree